No. 1
Computed, not measured: a cluster of 10 separate species, C14H50N6O12 in total, with ωB97M-V/def2-TZVPD.

Structure (XYZ):
```
82
Properties=species:S:1:pos:R:3:mulliken_charge:R:1
C -2.456 -1.243 -5.098 -0.5598
O -1.251 -0.469 -4.824 -0.2783
C -0.236 -0.428 -5.855 -0.8620
C 1.048 -0.126 -5.102 -0.0927
N 1.132 1.173 -4.509 -0.2088
C 2.374 1.558 -3.862 -1.0908
C 2.720 0.739 -2.600 -0.3822
O 1.828 1.128 -1.585 -0.2377
C 1.867 0.277 -0.458 -0.3958
H -2.167 -2.248 -5.401 0.3613
H -3.067 -0.828 -5.900 0.3244
H -3.106 -1.211 -4.220 -0.0562
H -0.396 0.384 -6.549 0.2992
H -0.136 -1.398 -6.363 0.4198
H 1.900 -0.232 -5.829 0.3886
H 1.084 -1.035 -4.373 0.0298
H 0.349 1.273 -3.849 0.2461
H 2.506 2.619 -3.624 0.3463
H 3.209 1.395 -4.548 0.4320
H 3.738 0.792 -2.220 0.4432
H 2.558 -0.327 -2.873 0.2712
H 1.453 -0.734 -0.727 0.1283
H 1.252 0.756 0.292 0.0320
H 2.902 0.186 -0.087 0.3769
C 6.231 1.917 5.761 -0.6908
O 5.841 0.749 5.044 -0.2901
C 5.998 0.860 3.672 -0.4993
C 5.466 -0.402 2.972 -0.6773
N 4.015 -0.480 2.945 -0.2208
C 3.571 -1.699 2.303 -0.6266
C 2.068 -1.660 2.399 0.0210
O 1.552 -2.569 1.453 -0.4094
C 0.147 -2.571 1.453 -0.5820
H 5.859 1.818 6.816 0.2123
H 5.766 2.780 5.259 0.3072
H 7.312 1.998 5.745 0.2871
H 7.078 0.977 3.392 0.3501
H 5.511 1.773 3.256 0.3292
H 5.807 -1.263 3.590 0.2669
H 5.973 -0.467 1.963 0.3493
H 3.627 0.349 2.540 0.2356
H 4.030 -2.545 2.888 0.4196
H 3.841 -1.760 1.219 0.2010
H 1.716 -0.642 2.166 -0.1346
H 1.727 -1.878 3.410 0.4192
H -0.278 -3.333 0.827 0.4043
H -0.227 -1.640 1.029 0.0525
H -0.341 -2.704 2.412 0.3302
N -4.540 1.239 5.199 -0.4519
C -4.967 0.922 3.864 0.5988
N -3.899 0.844 2.792 -0.3977
O -6.098 0.668 3.531 -0.5630
H -5.233 0.909 5.836 0.2565
H -3.570 1.142 5.432 0.2325
H -3.140 1.467 3.022 0.2022
H -4.331 0.951 1.894 0.1408
N -4.087 1.001 -2.449 -0.2320
C -5.056 0.072 -2.762 0.7202
N -5.975 0.464 -3.669 -0.5116
O -4.993 -1.065 -2.326 -0.7458
H -3.434 0.754 -1.733 0.1243
H -4.070 1.917 -2.874 0.1698
H -6.756 -0.158 -3.674 0.3026
H -6.235 1.425 -3.605 0.2280
O -4.153 -1.167 0.459 -0.5424
H -4.567 -1.266 -0.399 0.2170
H -4.164 -2.023 0.915 0.2696
O -0.787 -1.250 -2.049 -0.4739
H -1.049 -1.110 -2.959 0.2024
H -0.225 -2.024 -1.958 0.2516
O -0.896 1.370 2.437 -0.7565
H -0.876 2.303 2.160 0.3474
H -1.047 0.836 1.600 0.3008
O -1.106 2.750 -0.764 -0.7876
H -0.424 2.283 -1.268 0.3866
H -1.472 1.999 -0.262 0.1966
O -1.905 0.175 -0.048 -0.1647
H -1.472 -0.359 -0.770 0.1661
H -2.627 -0.356 0.254 0.2998
O -2.839 -1.825 3.149 -0.6235
H -3.261 -0.952 2.957 0.3622
H -2.139 -1.542 3.718 0.2856
```

Properties
Gap between HOMO and LUMO   9.26 eV
Structure (SMILES)   COCCNCCOC.COCCNCCOC.NC(N)=O.NC(N)=O.O.O.O.O.O.O
E_LUMO   0.0174 Eh

No. 2
Computed, not measured: a structure of composition CBr3O3P, with ωB97M-V/def2-TZVPD.

Structure (XYZ):
```
8
Properties=species:S:1:pos:R:3:mulliken_charge:R:1
C 0.629 0.255 -0.207 -0.0865
O -1.369 -1.714 -0.593 -0.7327
O -1.834 0.817 -0.604 -0.6456
O -1.162 -0.379 1.575 -0.7155
P -1.176 -0.387 0.073 0.8681
Br 1.190 0.521 -2.086 -0.1018
Br 0.864 1.889 0.776 0.0078
Br 2.858 -1.002 1.067 -0.5938
```

Properties
Gap between HOMO and LUMO (alpha / beta)   5.97 / 5.97 eV
Relative energy (zero: lowest compared OMol25 entry of this formula, charge and spin)   2.2313 eV
Charge   -2
E_LUMO (alpha / beta)   0.1844 / 0.1844 Eh

No. 3
Computed, not measured: a structure of composition C22H22Cl30NO2P, with ωB97M-V/def2-TZVPD.

Structure (XYZ):
```
78
Properties=species:S:1:pos:R:3:mulliken_charge:R:1
C 2.664 -4.349 -1.405 0.0273
C 2.015 -3.196 -1.481 -0.5436
P 0.905 -1.630 -1.411 1.0696
C 0.083 -0.832 -2.912 -1.0220
C -0.565 -2.759 -0.986 -0.7592
C -1.783 -2.785 -2.026 0.2208
O -1.818 -3.364 -3.158 -0.5673
C -3.153 -2.039 -1.554 0.5453
C -4.015 -2.856 -0.480 -0.2609
C -5.345 -2.264 0.122 -0.5820
C -5.779 -0.829 -0.390 -0.3101
C -4.967 0.012 -1.465 -0.4363
C -3.623 -0.626 -2.045 0.5857
N 2.391 -0.655 -1.752 -0.4403
C 2.730 -0.080 -0.614 0.5763
O 3.092 0.447 0.483 -0.6226
H 3.030 -5.360 -0.975 0.3935
H 0.789 -0.959 -0.128 -0.0876
H 0.825 -0.020 -3.303 0.4486
H -0.890 -0.236 -2.671 0.1205
H -0.060 -1.547 -3.822 0.4240
H -0.987 -2.408 0.038 0.4272
H -0.160 -3.846 -0.899 0.2974
H -3.672 -3.908 -0.120 0.2634
H -5.900 -2.880 0.912 0.3196
H -6.751 -0.372 0.045 0.4497
H -5.275 1.059 -1.811 0.2519
H -3.019 -0.020 -2.806 -0.6598
C 4.597 3.504 1.271 0.3208
Cl 3.039 3.999 1.951 -0.1215
Cl 4.855 4.263 -0.306 -0.1415
Cl 5.915 3.909 2.380 -0.1391
H 4.584 2.423 1.134 0.0805
C 4.709 -0.694 -4.855 0.2508
Cl 3.479 -0.864 -6.117 -0.1411
Cl 5.394 -2.272 -4.438 -0.0522
Cl 5.984 0.419 -5.375 -0.1373
H 4.234 -0.281 -3.966 0.0682
C 5.187 2.243 5.708 0.5243
Cl 5.881 0.659 6.081 -0.1227
Cl 3.475 2.293 6.156 -0.1071
Cl 6.083 3.527 6.533 -0.0697
H 5.265 2.406 4.632 -0.2104
C 5.037 -1.521 3.036 0.4126
Cl 4.446 -1.738 4.692 -0.1197
Cl 6.594 -0.677 3.032 -0.1242
Cl 5.177 -3.083 2.215 -0.1245
H 4.316 -0.912 2.492 -0.0369
C -3.212 2.306 -5.267 0.0069
Cl -3.895 3.015 -3.796 -0.1264
Cl -2.192 3.482 -6.108 -0.1244
Cl -2.289 0.845 -4.882 -0.0499
H -4.033 2.029 -5.927 0.3209
C -10.043 -0.272 -1.132 0.7123
Cl -10.616 1.262 -0.460 -0.1481
Cl -10.304 -0.321 -2.881 -0.1384
Cl -8.329 -0.518 -0.751 -0.1328
H -10.615 -1.080 -0.678 -0.3594
C 6.393 -6.031 -2.830 -0.0355
Cl 4.823 -5.578 -2.147 -0.1433
Cl 6.634 -5.237 -4.391 -0.1154
Cl 7.701 -5.617 -1.711 -0.1248
H 6.404 -7.109 -2.986 0.3344
C -12.969 -3.554 -0.933 0.0394
Cl -14.530 -3.067 -0.255 -0.1130
Cl -12.703 -2.780 -2.503 -0.0942
Cl -11.656 -3.164 0.189 -0.1469
H -12.982 -4.634 -1.081 0.3070
C 1.482 5.418 5.093 0.4649
Cl 0.829 6.911 4.402 -0.1343
Cl 2.348 5.757 6.599 -0.1016
Cl 0.189 4.243 5.371 -0.1190
H 2.188 4.990 4.381 -0.1169
C 6.437 7.790 6.882 0.1744
Cl 5.765 8.505 8.355 -0.1230
Cl 7.460 8.959 6.034 -0.1226
Cl 7.354 6.325 7.264 -0.1198
H 5.612 7.516 6.225 0.1911
```

Properties
Gap between HOMO and LUMO   8.58 eV
E_LUMO   -0.0140 Eh

No. 4
Computed, not measured: the molecule C2H3N3OS, with ωB97M-V/def2-TZVPD.

Structure (XYZ):
```
10
Properties=species:S:1:pos:R:3:mulliken_charge:R:1
S -2.402 -0.144 -0.346 -0.1874
C -0.992 0.282 0.811 -0.5617
C 0.320 0.112 0.320 0.6046
N 1.094 1.113 -0.012 -0.2883
N 2.287 0.531 -0.404 -0.2074
N 2.238 -0.702 -0.223 -0.0106
O 0.929 -1.038 0.224 -0.1504
H -1.926 0.644 -1.359 0.1570
H -1.219 -0.357 1.705 0.3100
H -1.157 1.354 1.082 0.3343
```

Properties
Gap between HOMO and LUMO   10.19 eV
Relative energy (zero: lowest compared OMol25 entry of this formula, charge and spin)   1.8877 eV
Structure (SMILES)   SCc1nnno1
E_LUMO   0.0063 Eh